This record from the OMol25 dataset describes 2 unconnected molecules or ions with the total composition C2H4ClN3O. The level of theory is the ωB97M-V functional and the def2-TZVPD basis.

XYZ file:
```
11
Properties=species:S:1:pos:R:3:forces:R:3:mulliken_charge:R:1
C 0.2791 -0.9048 -0.2667 -1.090 -1.669 -0.579 -0.20
C 0.1844 0.6015 -0.0785 1.036 0.030 0.500 0.39
N 1.6499 -1.2011 0.0726 -1.020 -0.694 -0.320 -0.05
N 2.2573 -0.1803 0.3683 2.501 1.231 0.778 -0.39
N 1.4698 0.9208 0.2947 -0.734 0.911 -0.102 0.17
O -0.7642 1.3365 -0.1834 -0.194 -0.056 -0.117 -0.59
Cl -3.8118 -0.2378 0.1846 0.116 0.042 -0.019 -0.27
H -0.4048 -1.4548 0.3826 -0.288 0.141 0.007 0.24
H 0.0757 -1.2124 -1.2944 -0.295 0.146 -0.131 0.21
H 1.8377 1.8296 0.5299 -0.062 -0.104 -0.016 0.24
H -2.7731 0.5027 -0.0096 0.030 0.021 -0.002 0.26
```
Positions in Å, forces in eV/Å.

Computed properties:
<S²> = 2.011
Electronic energy = -21174.404 eV
Orbital gap (alpha / beta) = 0.2781 / 0.2719 hartree
Strongest force on any atom = 2.894 eV Å⁻¹
2S+1 = 3
Relative energy (zero: lowest compared OMol25 entry of this formula, charge and spin) = 0.0 kcal/mol

This record from the OMol25 dataset describes 2 unconnected molecules or ions with the total composition C2H4ClNO. The level of theory is the ωB97M-V functional and the def2-TZVPD basis.

XYZ file:
```
9
Properties=species:S:1:pos:R:3:forces:R:3:mulliken_charge:R:1
C -1.2775 -0.9662 -0.0586 -1.624 4.051 -0.367 0.11
C 0.1497 0.7275 -0.4061 -0.300 -5.844 0.255 -0.59
N 1.2741 0.3640 0.3854 1.140 0.608 0.331 -0.29
O -2.4557 -0.9125 0.2024 2.138 -0.017 -0.143 -0.41
Cl 2.2475 -1.0358 0.0354 -0.649 0.324 -0.621 -0.09
H -0.7860 -1.8463 -0.3556 1.003 -1.792 -0.202 0.30
H 0.4080 0.3588 -1.4425 -0.866 1.541 0.895 0.32
H -0.3767 1.5805 -0.0383 -0.071 0.570 -0.416 0.35
H 1.2248 0.2726 1.3825 -0.772 0.559 0.269 0.31
```
Positions in Å, forces in eV/Å.

Computed properties:
Electronic energy = -18194.475 eV
Orbital gap (alpha / beta) = 0.2984 / 0.2984 hartree
Strongest force on any atom = 5.858 eV Å⁻¹
Relative energy (zero: lowest compared OMol25 entry of this formula, charge and spin) = 106.4 kcal/mol

This record from the OMol25 dataset describes 2 unconnected molecules or ions with the total composition C2H4ClNO2. The level of theory is the ωB97M-V functional and the def2-TZVPD basis.

XYZ file:
```
10
Properties=species:S:1:pos:R:3:forces:R:3:mulliken_charge:R:1
C -0.1325 0.0230 -0.5457 1.753 2.473 2.942 -0.84
C 1.6507 -0.2695 0.6919 -4.682 1.297 -0.488 -0.19
N 2.0597 0.9422 0.0400 1.757 2.004 -1.224 0.81
O 2.4770 0.8483 -1.1063 0.071 -0.633 0.207 -0.51
O 1.9414 2.0432 0.5615 -0.484 -0.867 1.045 -0.56
Cl 2.2952 -1.6627 0.1331 1.403 -2.241 -0.845 -0.09
H -0.2037 1.1383 -0.5231 0.475 -0.919 -0.248 0.28
H -0.9923 -0.2910 -0.0317 -0.850 -1.247 0.549 0.36
H 0.1435 -0.3776 -1.4738 0.545 -0.822 -0.891 0.36
H 1.4872 -0.3135 1.7902 0.011 0.954 -1.047 0.37
```
Positions in Å, forces in eV/Å.

Computed properties:
Electronic energy = -20240.662 eV
Orbital gap = 0.3471 hartree
Strongest force on any atom = 4.882 eV Å⁻¹
Relative energy (zero: lowest compared OMol25 entry of this formula, charge and spin) = 128.2 kcal/mol

This record from the OMol25 dataset describes 2 unconnected molecules or ions with the total composition C2H4ClOP. The level of theory is the ωB97M-V functional and the def2-TZVPD basis.

XYZ file:
```
9
Properties=species:S:1:pos:R:3:forces:R:3:mulliken_charge:R:1
C -0.0932 -1.3495 -0.2308 -4.983 1.452 1.353 -0.26
C 0.2182 -0.0733 -0.0669 3.732 1.017 -0.498 -0.12
O 1.7627 1.9319 0.2982 -0.197 2.491 0.580 -0.40
P 1.9376 0.4494 -0.1244 -2.658 -0.659 -0.081 0.44
Cl -3.6358 -0.7250 0.2505 0.832 -0.025 -0.097 -0.79
H 0.4740 -1.9764 -0.7725 2.206 -2.612 -1.181 0.33
H -1.2018 -1.5345 0.0249 1.160 -0.364 -0.360 0.04
H -0.4516 0.7053 0.1496 -1.314 0.589 0.729 0.34
H 0.9900 2.5723 0.4714 1.224 -1.889 -0.445 0.42
```
Positions in Å, forces in eV/Å.

Computed properties:
Electronic energy = -25993.697 eV
Orbital gap (alpha / beta) = 0.1271 / 0.1279 hartree
Strongest force on any atom = 5.364 eV Å⁻¹
Relative energy (zero: lowest compared OMol25 entry of this formula, charge and spin) = 97.5 kcal/mol

This record from the OMol25 dataset describes a molecular structure, C2H4ErO2. The level of theory is the ωB97M-V functional and the def2-TZVPD basis.

XYZ file:
```
9
Properties=species:S:1:pos:R:3:forces:R:3:mulliken_charge:R:1
C -0.1931 0.4659 -1.9142 -2.169 -2.900 0.033 0.03
C 0.4558 1.5494 -2.5151 -0.936 1.810 -2.083 -0.65
O 0.3636 0.4201 -0.6832 2.131 -0.109 1.194 -0.04
H -0.5377 -0.5128 -2.2445 -0.238 0.553 -0.475 0.35
H 0.8072 1.3186 -3.5258 1.460 0.484 0.468 0.29
H -0.1100 2.4871 -2.4775 0.288 0.199 -0.024 0.35
Er 0.0383 -1.4649 2.1040 -0.433 1.109 -1.093 1.78
O -0.5905 0.1519 0.3276 0.329 -0.585 1.701 -0.53
H 1.0130 1.5454 -1.0558 -0.432 -0.560 0.279 0.41
```
Positions in Å, forces in eV/Å.

Computed properties:
<S²> = 6.017
Electronic energy = -33825.495 eV
Net charge = +2
Orbital gap (alpha / beta) = 0.2034 / 0.2180 hartree
Strongest force on any atom = 3.622 eV Å⁻¹
2S+1 = 5

This record from the OMol25 dataset describes 2 unconnected molecules or ions with the total composition C2H4F2NO. The level of theory is the ωB97M-V functional and the def2-TZVPD basis.

XYZ file:
```
10
Properties=species:S:1:pos:R:3:forces:R:3:mulliken_charge:R:1
C 0.8997 0.3677 1.0877 -0.533 2.170 -1.674 -1.12
C -0.4908 0.3664 0.4201 -1.573 -0.591 0.245 -0.16
N -0.6655 -1.7509 -1.8630 0.136 1.295 -2.128 -0.28
O -0.5150 -1.2526 -3.0019 -0.368 -0.969 2.726 -0.28
F -1.5173 0.7516 1.4491 1.239 -0.470 -0.281 -0.35
F -0.7107 1.4893 -0.4569 1.196 -0.088 0.487 -0.28
H 1.5697 0.1577 0.2576 0.246 0.330 -0.397 0.26
H 1.2321 1.3437 1.5413 -0.275 -0.759 0.074 0.30
H 1.0683 -0.4974 1.6701 -0.374 -0.679 1.252 0.36
H -0.8704 -0.9755 -1.1042 0.306 -0.238 -0.305 0.55
```
Positions in Å, forces in eV/Å.

Computed properties:
Electronic energy = -11107.850 eV
Net charge = -1
Orbital gap (alpha / beta) = 0.2348 / 0.2402 hartree
Strongest force on any atom = 2.917 eV Å⁻¹
Relative energy (zero: lowest compared OMol25 entry of this formula, charge and spin) = 34.8 kcal/mol

This record from the OMol25 dataset describes a single C2H4F2O molecule. The level of theory is the ωB97M-V functional and the def2-TZVPD basis.

XYZ file:
```
9
Properties=species:S:1:pos:R:3:forces:R:3:mulliken_charge:R:1
C -0.6562 -0.4374 -0.5929 -1.280 1.511 3.766 -0.20
C 0.3117 0.6051 0.0749 -0.273 1.497 -3.265 0.06
H 0.5874 -0.6310 1.2940 -3.311 -3.897 1.246 0.38
H -0.2460 -0.5135 -1.5848 -0.180 -1.059 -0.682 0.29
H -1.6954 0.2286 -0.6061 2.242 -1.873 -0.301 0.20
H -0.0798 1.0812 0.9460 -0.487 1.343 0.019 0.31
O -0.6504 -1.5267 0.4172 0.372 3.236 -2.010 -0.82
F 1.1787 1.4346 -0.7217 -2.206 -1.933 1.936 -0.25
F 1.2499 -0.2408 0.7733 5.122 1.174 -0.707 0.03
```
Positions in Å, forces in eV/Å.

Computed properties:
Electronic energy = -9615.847 eV
Orbital gap = 0.3438 hartree
Strongest force on any atom = 5.302 eV Å⁻¹
Relative energy (zero: lowest compared OMol25 entry of this formula, charge and spin) = 129.2 kcal/mol

This record from the OMol25 dataset describes a single C2H4F2O2S molecule. The level of theory is the ωB97M-V functional and the def2-TZVPD basis.

XYZ file:
```
11
Properties=species:S:1:pos:R:3:forces:R:3:mulliken_charge:R:1
C -1.4670 1.1015 0.9823 -0.680 0.454 0.174 -0.58
C 1.2546 -1.4591 -0.7932 0.942 0.796 0.729 0.33
O 1.2421 1.2445 -0.2279 1.900 2.547 1.934 -0.46
O -1.0837 -0.0851 0.4288 -1.843 -0.148 1.290 -0.26
F 0.3753 -2.1914 -1.5027 0.526 -0.321 -0.207 -0.21
F 2.5007 -1.3568 -1.3639 -0.437 -0.078 -1.033 -0.23
S 0.4690 0.2918 -0.9527 0.660 -3.230 -3.309 0.31
H -0.6414 1.6913 1.3843 0.149 -0.294 0.567 0.32
H -2.3381 0.8931 1.6143 0.309 0.186 0.496 0.29
H -1.9146 1.8505 0.2955 0.077 -0.612 -0.611 0.31
H 1.6032 -1.9802 0.1352 -1.602 0.700 -0.030 0.20
```
Positions in Å, forces in eV/Å.

Computed properties:
<S²> = 2.008
Electronic energy = -22498.472 eV
Orbital gap (alpha / beta) = 0.3030 / 0.2607 hartree
Strongest force on any atom = 4.671 eV Å⁻¹
2S+1 = 3

This record from the OMol25 dataset describes 2 unconnected molecules or ions with the total composition C2H4F2O3. The level of theory is the ωB97M-V functional and the def2-TZVPD basis.

XYZ file:
```
11
Properties=species:S:1:pos:R:3:forces:R:3:mulliken_charge:R:1
C 1.3799 -0.8703 0.6980 -0.955 -0.916 0.311 -0.12
C -1.9181 -0.3853 -0.0806 1.928 -3.753 2.177 0.54
O 1.5692 0.3330 1.1014 1.233 2.167 -0.334 -0.34
O 2.0328 -1.0826 -0.3919 1.510 -0.818 -2.025 -0.21
O -2.3311 0.3098 -1.1027 -1.874 1.930 -1.070 -0.44
F -1.6021 0.3740 1.0428 -0.230 -0.034 -0.910 -0.24
F -2.8635 -1.2956 0.4045 -0.236 0.887 -0.322 -0.29
H -1.0186 -1.1521 -0.2821 -1.606 2.488 -0.052 0.08
H 1.0377 0.6053 1.8407 -0.552 -0.377 0.600 0.39
H 2.6937 -0.4681 -0.8508 -1.223 -0.073 1.399 0.28
H -3.1788 0.8684 -0.9687 2.004 -1.500 0.227 0.35
```
Positions in Å, forces in eV/Å.

Computed properties:
Electronic energy = -13714.172 eV
Orbital gap = 0.3606 hartree
Strongest force on any atom = 4.748 eV Å⁻¹
Relative energy (zero: lowest compared OMol25 entry of this formula, charge and spin) = 50.1 kcal/mol

This record from the OMol25 dataset describes 3 unconnected molecules or ions with the total composition C2H4F3N. The level of theory is the ωB97M-V functional and the def2-TZVPD basis.

XYZ file:
```
10
Properties=species:S:1:pos:R:3:forces:R:3:mulliken_charge:R:1
C 0.1216 0.7119 -0.0562 -0.194 0.811 0.543 -0.73
C 0.0179 -0.4060 -0.9473 0.700 -1.926 -0.082 0.33
N 0.3755 -1.5216 -1.1059 -0.488 1.250 -0.203 0.23
F -0.6974 -2.7433 1.2325 0.028 -0.093 0.119 -0.48
F 0.2025 -2.4470 -2.0149 0.184 -0.349 0.095 -0.09
F 1.4375 -2.5143 -0.0095 -0.282 0.120 -0.207 -0.58
H 0.8987 1.3761 -0.4343 -0.012 0.047 0.014 0.29
H -0.8224 1.2556 -0.0391 0.075 0.072 0.009 0.30
H 0.3730 0.3956 0.9602 0.019 -0.136 -0.161 0.28
H 0.1949 -2.8467 0.9036 -0.029 0.203 -0.127 0.45
```
Positions in Å, forces in eV/Å.

Computed properties:
Electronic energy = -11775.856 eV
Orbital gap (alpha / beta) = 0.3545 / 0.3545 hartree
Strongest force on any atom = 2.051 eV Å⁻¹
Relative energy (zero: lowest compared OMol25 entry of this formula, charge and spin) = 138.7 kcal/mol